1.
A structure of composition C2H4N2O2S in a non-equilibrium geometry. Source: OMol25; level of theory: the ωB97M-V functional and the def2-TZVPD basis.

Calculated values
- orbital gap (eV) = 8.482
- ΔE to the lowest compared entry with this formula, charge and spin (kcal per mole) = 118.1
- highest occupied orbital energy (hartree) = -0.3317

Geometry as ORCA input:
```
! wB97M-V def2-TZVPD RIJCOSX def2/J DEFGRID3
* xyz 0 1
C -0.4818 1.0177 0.6555
C 0.5814 -1.3499 0.8132
H 0.5236 -0.5231 -1.3880
H -1.0776 1.5784 1.2667
H -2.5588 -0.4150 0.6197
H 0.0896 -2.3034 1.0762
N -0.2059 1.6309 -0.4950
N -0.3943 -0.3732 0.8512
O -1.7275 -0.8967 1.4755
O 1.6875 -1.1959 0.3988
S 0.4342 0.7246 -1.7422
*
```



2.
A cluster of 2 separate species, C4H12O in total in a non-equilibrium geometry. Source: OMol25; level of theory: the ωB97M-V functional and the def2-TZVPD basis.

Calculated values
- SMILES = CCO.CC
- orbital gap (eV) = 11.126
- ΔE to the lowest compared entry with this formula, charge and spin (kcal per mole) = 21.7
- highest occupied orbital energy (hartree) = -0.3730

Geometry as ORCA input:
```
! wB97M-V def2-TZVPD RIJCOSX def2/J DEFGRID3
* xyz 0 1
C -0.6459 -0.5586 -1.9613
C 0.8859 -0.3642 -2.1425
O 1.3380 0.8830 -1.6831
H -0.9744 0.2451 -2.6275
H -0.9531 -0.4080 -0.9383
H -0.9842 -1.5313 -2.3098
H 1.3165 -1.1550 -1.5125
H 1.2241 -0.4497 -3.1743
H 0.7050 1.4608 -1.2913
C -0.2411 0.4270 2.9927
C -0.2759 0.0080 1.4726
H -1.2200 0.7186 3.3524
H 0.1864 -0.4283 3.5122
H 0.4855 1.2350 2.9905
H 0.7179 -0.3650 1.2613
H -0.4943 0.9311 0.9261
H -1.0704 -0.6485 1.1325
*
```



3.
An isolated molecule of C4H8ClN3 in a non-equilibrium geometry. Source: OMol25; level of theory: the ωB97M-V functional and the def2-TZVPD basis.

Calculated values
- SMILES = [H]/N=C\NN1C[C@@H]1CCl
- orbital gap (eV) = 9.728
- ΔE to the lowest compared entry with this formula, charge and spin (kcal per mole) = 52.6
- highest occupied orbital energy (hartree) = -0.3249

Geometry as ORCA input:
```
! wB97M-V def2-TZVPD RIJCOSX def2/J DEFGRID3
* xyz 0 1
H -3.1136 -1.6914 0.3149
N -3.1733 -0.9227 -0.4145
C -2.1425 -0.2018 -0.4259
N -0.9729 -0.3542 0.3311
N -0.2320 0.8615 0.5581
C 0.4935 1.2841 -0.6394
C 1.2270 0.6761 0.4869
C 1.8233 -0.6964 0.3260
Cl 3.4561 -0.5689 -0.3762
H -2.0437 0.5991 -1.1600
H -1.1628 -0.8002 1.2342
H 0.5406 2.3529 -0.8175
H 0.3984 0.6554 -1.5371
H 1.7562 1.3365 1.1736
H 1.9354 -1.1984 1.2895
H 1.2102 -1.3316 -0.3436
*
```